Molecular formula: C6H15N3O
Method: DFT, wB97M-V/def2-TZVPD

As for the charge: 0. The energy relative to the best compared isomer or geometry (same formula, charge and spin) is 4.463 eV. The total energy comes out at -12979.2054 eV. For the HOMO energy, the calculation gives -7.692 eV. The calculation puts the gap between HOMO and LUMO at 8.365 eV.

```
25
C6H15N3O, DFT wB97M-V/def2-TZVPD
C -0.858 0.811 2.116
C -0.745 -0.271 1.060
N -2.399 0.239 -1.027
O -1.121 0.585 -0.513
N -1.489 -1.334 1.286
H -2.991 -0.302 -0.389
H -2.860 1.147 -1.154
H -1.400 -2.031 0.544
H -0.443 0.459 3.063
H -0.345 1.726 1.824
H -1.916 1.035 2.261
C 1.151 0.688 -1.874
C 1.860 0.414 0.991
C 0.569 -0.406 -1.029
N 0.346 -1.576 -1.675
C 0.762 -0.492 0.441
H 0.120 -1.546 -2.660
H 0.430 -2.429 -1.138
H 0.996 -1.520 0.731
H 0.735 0.661 -2.884
H 0.929 1.659 -1.441
H 2.237 0.566 -1.948
H 1.948 0.283 2.070
H 1.656 1.468 0.799
H 2.829 0.165 0.549
```



Molecular formula: C5H8NiO3
Method: DFT, wB97M-V/def2-TZVPD

As for the charge: +2. The energy relative to the best compared isomer or geometry (same formula, charge and spin) is 0.094 eV. The total energy comes out at -52476.3949 eV. For the HOMO energy (spin up / spin down), the calculation gives -18.048 / -18.047 eV. The calculation puts the gap between HOMO and LUMO (spin up / spin down) at 7.792 / 6.755 eV. As for the multiplicity: 3.

```
17
C5H8NiO3, DFT wB97M-V/def2-TZVPD
O 2.154 -1.356 0.347
C -2.296 -0.641 -0.194
C 0.922 -1.603 -0.205
O -3.368 -0.485 -0.584
O -1.520 -1.427 0.325
C -0.093 -1.230 0.861
Ni 3.400 -0.257 0.280
H 0.792 -2.668 -0.465
H 0.730 -1.019 -1.125
H -0.055 -0.184 1.178
H -0.085 -1.901 1.722
C -1.638 2.215 0.557
C -1.290 1.622 -0.609
H -0.947 2.266 1.402
H -2.674 2.501 0.759
H -0.254 1.317 -0.777
H -1.917 1.759 -1.493
```



Molecular formula: C5H10NO2
Method: DFT, wB97M-V/def2-TZVPD

As for the charge: -1. The energy relative to the best compared isomer or geometry (same formula, charge and spin) is 7.688 eV. The total energy comes out at -10926.5769 eV. For the HOMO energy, the calculation gives -1.583 eV. The calculation puts the gap between HOMO and LUMO at 4.658 eV.

```
18
C5H10NO2, DFT wB97M-V/def2-TZVPD
O -0.693 1.064 2.151
C -0.062 1.689 1.087
O -0.374 2.695 0.299
C 1.183 0.801 0.727
C 0.763 0.060 -0.468
C -0.286 -1.113 -0.227
C -0.488 -2.599 -2.207
N 0.106 -2.360 -0.892
H 2.060 1.550 0.517
H 1.719 0.235 1.446
H 0.380 0.849 -1.279
H 1.604 -0.544 -0.911
H -0.357 -1.152 0.895
H -1.292 -0.710 -0.584
H -0.126 -3.460 -2.731
H -0.327 -1.716 -2.998
H -1.671 -2.440 -2.201
H -0.852 0.803 1.024
```



Question: Number 2 is which compound?
Answer: C5H8NiO3



Question: charge of number 2 (C5H8NiO3)?
Answer: +2



Question: Which value of charge does entry 1 give?
Answer: 0